DFT (ωB97M-V/def2-TZVPD) results for a molecular structure, C51H80Br3N3O30 at a distorted geometry.

Geometry (Å):
C: 13.44062 11.61304 -3.39141
C: 14.00747 12.79102 -2.89571
C: 13.20471 13.76850 -2.31833
C: 11.85988 13.43607 -2.09068
C: 11.26727 12.30404 -2.64553
C: 12.07281 11.44568 -3.36043
N: 10.97203 14.34977 -1.38647
O: 9.94483 13.91972 -0.90669
O: 11.34332 15.49731 -1.22429
H: 14.08941 10.86743 -3.82959
H: 15.07708 12.91438 -2.99622
H: 13.60872 14.71842 -2.00229
H: 10.20668 12.16515 -2.49844
H: 11.68682 10.54208 -3.81695
C: 12.55858 14.25484 -5.82011
C: 12.81472 13.73693 -7.06684
C: 11.84399 13.86777 -8.07383
C: 10.72457 14.62860 -7.84668
C: 10.40167 15.06373 -6.55266
C: 11.38574 15.00498 -5.59893
N: 9.75815 14.81217 -8.92910
O: 9.79396 14.07198 -9.88814
O: 8.94853 15.70975 -8.77112
H: 13.28727 14.23091 -5.02198
H: 13.68019 13.11406 -7.24860
H: 12.05094 13.48224 -9.06246
H: 9.46423 15.56762 -6.36503
H: 11.35419 15.42808 -4.60219
C: 7.84034 20.71609 0.15459
C: 7.93187 22.09175 0.20811
C: 7.90381 22.71677 1.45899
C: 7.81792 21.98285 2.63927
C: 7.83944 20.60553 2.52129
C: 7.88167 19.94145 1.32049
N: 7.61923 22.59361 3.95716
O: 7.18576 21.93387 4.87452
O: 7.87842 23.76921 4.04216
H: 7.75727 20.16768 -0.77682
H: 8.00010 22.71546 -0.67026
H: 7.80352 23.79561 1.46997
H: 7.73241 20.01664 3.42947
H: 8.01180 18.87038 1.30399
C: 9.74274 14.05768 2.39123
C: 10.12809 15.48921 2.04631
O: 10.16398 16.20905 3.26567
C: 10.31587 17.52757 3.26347
O: 10.28755 18.21444 2.27461
O: 10.48130 17.92473 4.51290
C: 10.70354 19.29894 4.75618
H: 10.50678 13.51440 2.94648
H: 9.46889 13.60328 1.43691
H: 8.89269 14.00283 3.07499
H: 9.43079 15.93662 1.33601
H: 11.13148 15.49157 1.60814
H: 9.78236 19.77213 5.11179
H: 11.09189 19.85045 3.90375
H: 11.36521 19.34849 5.62258
C: 2.26492 15.64097 -8.27734
C: 3.07399 16.82072 -8.81372
O: 3.92397 16.29935 -9.84039
C: 5.07937 16.89005 -10.08190
O: 5.47623 17.92048 -9.59144
O: 5.70699 16.17807 -11.01983
C: 6.94855 16.65209 -11.48143
H: 2.92098 14.83661 -7.95164
H: 1.58423 15.23520 -9.02776
H: 1.60625 15.98466 -7.47752
H: 3.66293 17.20758 -7.98461
H: 2.38324 17.51169 -9.29338
H: 7.11652 16.52526 -12.54836
H: 7.81613 16.24842 -10.95873
H: 7.03286 17.72699 -11.29328
C: 4.39002 20.57422 -3.93316
C: 4.74709 20.14278 -2.52603
O: 3.57378 20.36090 -1.69374
C: 3.62129 19.83998 -0.47170
O: 4.61991 19.36435 0.01679
O: 2.44021 19.94770 0.09534
C: 2.32710 19.66129 1.47046
H: 5.26070 20.95607 -4.47174
H: 3.57382 21.28376 -4.01019
H: 4.17862 19.63240 -4.44637
H: 5.51972 20.73166 -2.02385
H: 4.99422 19.08900 -2.43757
H: 2.60688 20.47517 2.13529
H: 2.96365 18.80607 1.72747
H: 1.35387 19.25534 1.74214
C: 7.53648 16.13716 -1.09653
C: 6.50235 17.17531 -1.42976
O: 6.05678 17.00905 -2.79068
C: 6.74538 17.52079 -3.77705
O: 7.85338 18.00928 -3.70500
O: 6.05747 17.43069 -4.91934
C: 6.68267 17.81841 -6.16017
H: 7.12365 15.12376 -1.06429
H: 7.95327 16.28734 -0.09965
H: 8.33473 16.10101 -1.83611
H: 6.85580 18.15997 -1.13046
H: 5.57065 16.96757 -0.90531
H: 5.96596 17.44903 -6.89301
H: 7.51624 17.14072 -6.35918
H: 6.94323 18.86965 -6.15590
C: 4.56217 15.63254 1.47287
C: 5.42688 16.72886 2.08327
O: 4.65350 17.44736 3.06551
C: 5.31754 18.19163 3.93435
O: 6.48155 18.12576 4.21529
O: 4.40927 19.01646 4.47365
C: 4.85862 20.01205 5.37249
H: 4.19019 14.98380 2.26466
H: 5.19291 15.05749 0.79590
H: 3.71214 16.08410 0.96256
H: 5.73395 17.44640 1.32361
H: 6.29187 16.30414 2.59184
H: 5.86413 19.75004 5.71165
H: 4.23377 20.05294 6.26283
H: 4.96640 20.98664 4.90047
C: 8.89534 21.50186 -3.35691
C: 9.32107 21.28218 -4.79608
O: 8.26479 21.60549 -5.68466
C: 8.43191 21.31028 -6.96586
O: 9.37136 20.74302 -7.43744
O: 7.36350 21.75401 -7.62459
C: 7.27977 21.36993 -8.99879
H: 8.11863 20.76068 -3.14070
H: 8.47884 22.49361 -3.19238
H: 9.75937 21.25454 -2.74317
H: 9.73790 20.27720 -4.86085
H: 10.15155 21.97313 -4.97357
H: 8.26166 21.41985 -9.46416
H: 6.60863 22.04744 -9.52284
H: 6.83144 20.37615 -9.00060
C: 0.05250 12.05363 -5.43254
C: 0.18770 12.08553 -3.92311
O: 1.50860 12.47541 -3.52691
C: 1.77502 13.78418 -3.36342
O: 1.08635 14.71193 -3.69975
O: 2.94803 13.85694 -2.77169
C: 3.54776 15.13404 -2.54944
H: 0.64402 11.24884 -5.86465
H: 0.27970 13.01245 -5.89201
H: -0.99668 11.79830 -5.61183
H: 0.14315 11.06113 -3.54180
H: -0.62275 12.55905 -3.36807
H: 4.19009 15.00220 -1.68052
H: 2.77385 15.86316 -2.31675
H: 4.19594 15.46142 -3.35811
C: 4.05041 24.26447 -10.29610
C: 3.20772 23.98406 -9.07179
O: 3.52221 22.71138 -8.52704
C: 2.78120 22.17396 -7.55409
O: 1.80463 22.67979 -7.09196
O: 3.24909 21.00506 -7.15902
C: 4.27294 20.32286 -7.85408
H: 5.10284 24.37254 -10.03811
H: 3.66604 25.16161 -10.77995
H: 3.91981 23.46900 -11.03177
H: 2.16423 24.07968 -9.38185
H: 3.35551 24.70707 -8.26765
H: 5.25094 20.52094 -7.41543
H: 4.35730 20.56774 -8.91224
H: 4.14267 19.24093 -7.85056
C: 5.02800 14.14765 -6.08226
Br: 6.06735 13.74091 -4.48464
Br: 3.74792 12.64670 -6.24064
Br: 6.09012 14.20831 -7.69504
H: 4.48246 15.07232 -5.94335

Forces on atoms 1 to 2 (eV/Å):
C 0.44 0.87 0.10
C -0.20 -0.28 -0.14

## Properties
LUMO energy: -1.01 eV
E_tot: -12134.6001 Ha
largest force on an atom: 2.3 eV/Å
highest occupied orbital energy: -9.57 eV
charge: 0

Here are the Löwdin charges for atoms 1 to 99, given in e: atom 1 (C): -0.07, atom 2 (C): -0.08, atom 3 (C): 0.00, atom 4 (C): -0.15, atom 5 (C): 0.01, atom 6 (C): -0.07, atom 7 (N): -0.34, atom 8 (O): 0.06, atom 9 (O): 0.08, atom 10 (H): 0.11, atom 11 (H): 0.11, atom 12 (H): 0.12, atom 13 (H): 0.12, atom 14 (H): 0.11, atom 15 (C): -0.07, atom 16 (C): -0.06, atom 17 (C): 0.00, atom 18 (C): -0.14, atom 19 (C): 0.01, atom 20 (C): -0.05, atom 21 (N): -0.35, atom 22 (O): 0.09, atom 23 (O): 0.03, atom 24 (H): 0.09, atom 25 (H): 0.11, atom 26 (H): 0.12, atom 27 (H): 0.11, atom 28 (H): 0.11, atom 29 (C): -0.06, atom 30 (C): -0.06, atom 31 (C): 0.00, atom 32 (C): -0.13, atom 33 (C): -0.01, atom 34 (C): -0.05, atom 35 (N): -0.35, atom 36 (O): 0.07, atom 37 (O): 0.09, atom 38 (H): 0.08, atom 39 (H): 0.10, atom 40 (H): 0.12, atom 41 (H): 0.10, atom 42 (H): 0.10, atom 43 (C): -0.06, atom 44 (C): -0.22, atom 45 (O): 0.04, atom 46 (C): -0.60, atom 47 (O): 0.12, atom 48 (O): 0.02, atom 49 (C): -0.04, atom 50 (H): 0.08, atom 51 (H): 0.06, atom 52 (H): 0.08, atom 53 (H): 0.10, atom 54 (H): 0.13, atom 55 (H): 0.09, atom 56 (H): 0.10, atom 57 (H): 0.09, atom 58 (C): -0.06, atom 59 (C): -0.19, atom 60 (O): 0.03, atom 61 (C): -0.62, atom 62 (O): 0.10, atom 63 (O): 0.02, atom 64 (C): -0.05, atom 65 (H): 0.02, atom 66 (H): 0.08, atom 67 (H): 0.09, atom 68 (H): 0.10, atom 69 (H): 0.13, atom 70 (H): 0.10, atom 71 (H): 0.07, atom 72 (H): 0.09, atom 73 (C): -0.03, atom 74 (C): -0.17, atom 75 (O): 0.05, atom 76 (C): -0.60, atom 77 (O): 0.11, atom 78 (O): 0.03, atom 79 (C): -0.04, atom 80 (H): 0.08, atom 81 (H): 0.09, atom 82 (H): 0.08, atom 83 (H): 0.12, atom 84 (H): 0.10, atom 85 (H): 0.10, atom 86 (H): 0.08, atom 87 (H): 0.10, atom 88 (C): -0.05, atom 89 (C): -0.20, atom 90 (O): 0.00, atom 91 (C): -0.63, atom 92 (O): 0.12, atom 93 (O): -0.04, atom 94 (C): 0.01, atom 95 (H): 0.08, atom 96 (H): 0.06, atom 97 (H): 0.08, atom 98 (H): 0.11, atom 99 (H): 0.10